(1)
Below is C30H24Cl5CoF3S3Sb as an isolated structure, with properties calculated with ωB97M-V with the def2-TZVPD basis set.

Its multiplicity is 4. Its total charge is +1. As for the orbital gap (alpha / beta): 0.30047 / 0.25972 Ha. The calculation puts the total energy at -178928.256 eV.

Last column: natural (NBO) charge in e.
CARTESIAN COORDINATES (ANGSTROEM)
1 Co 1.468 -0.674 1.820  1.10
2 C 3.295 -3.418 1.301  -0.54
3 C 3.771 -2.835 2.623  -0.53
4 S 3.720 -1.018 2.748  0.23
5 C 4.849 -0.521 1.394  -0.54
6 C 4.254 0.571 0.521  -0.54
7 S 2.592 0.229 -0.156  0.22
8 C 2.893 -1.263 -1.179  -0.54
9 C 1.901 -2.393 -0.936  -0.55
10 S 1.620 -2.857 0.800  0.22
11 H 3.248 -4.503 1.389  0.26
12 H 3.971 -3.177 0.484  0.22
13 H 4.791 -3.156 2.829  0.25
14 H 3.139 -3.169 3.446  0.25
15 H 5.105 -1.409 0.820  0.22
16 H 5.758 -0.147 1.862  0.26
17 H 4.911 0.792 -0.319  0.25
18 H 4.106 1.484 1.099  0.25
19 H 3.922 -1.576 -1.011  0.22
20 H 2.809 -0.946 -2.219  0.26
21 H 2.214 -3.289 -1.472  0.25
22 H 0.906 -2.119 -1.291  0.28
23 Cl 0.674 -1.841 4.033  0.01
24 C 0.031 -0.224 4.079  0.02
25 C 0.263 0.517 2.924  -0.59
26 C -0.259 1.804 2.943  0.03
27 Cl -0.071 2.814 1.549  0.04
28 C -0.962 2.316 4.035  -0.12
29 Cl -1.602 3.908 3.996  0.08
30 C -1.154 1.526 5.171  -0.07
31 Cl -2.011 2.138 6.519  0.09
32 C -0.646 0.227 5.199  -0.13
33 Cl -0.860 -0.776 6.574  0.08
34 F -1.653 -4.145 -4.593  -0.32
35 C -1.506 -3.132 -3.726  0.47
36 C -0.823 -2.000 -4.129  -0.31
37 C -0.674 -0.956 -3.225  -0.23
38 C -1.203 -1.045 -1.939  -0.40
39 C -1.879 -2.205 -1.565  -0.23
40 C -2.040 -3.255 -2.457  -0.30
41 Sb -0.857 0.521 -0.462  1.11
42 C -2.898 0.902 0.082  -0.38
43 C -3.544 -0.041 0.875  -0.21
44 C -4.866 0.136 1.252  -0.30
45 C -5.521 1.281 0.840  0.48
46 F -6.798 1.463 1.200  -0.32
47 C -4.894 2.251 0.082  -0.30
48 C -3.573 2.058 -0.294  -0.21
49 C -0.562 2.063 -1.933  -0.39
50 C 0.566 2.876 -1.901  -0.21
51 C 0.773 3.834 -2.884  -0.31
52 C -0.166 3.966 -3.888  0.49
53 F 0.031 4.887 -4.840  -0.32
54 C -1.301 3.177 -3.946  -0.30
55 C -1.487 2.216 -2.965  -0.20
56 H -0.430 -1.942 -5.136  0.24
57 H -0.140 -0.065 -3.535  0.22
58 H -2.292 -2.296 -0.566  0.21
59 H -2.573 -4.157 -2.186  0.24
60 H -3.013 -0.924 1.217  0.21
61 H -5.386 -0.592 1.860  0.24
62 H -5.434 3.144 -0.203  0.24
63 H -3.077 2.830 -0.866  0.23
64 H 1.288 2.777 -1.101  0.21
65 H 1.646 4.473 -2.883  0.24
66 H -2.015 3.322 -4.745  0.24
67 H -2.350 1.564 -3.018  0.23


(2)
Below is C32H44N4O5 in the gas phase, with properties calculated with ωB97M-V with the def2-TZVPD basis set.

As for the orbital gap: 0.31607 Ha. Its SMILES is COc1cccc(NC(=O)[C@@H]2[C@H]3C(=O)N(CCCN4CCC(C)CC4)[C@H](C(=O)NC4CCCCC4)[C@]34C=C[C@H]2O4)c1. The calculation puts the total energy at -50097.685 eV. For the energy relative to the best compared isomer or geometry (same formula, charge and spin), the calculation gives 0.0 kcal/mol.

Last column: natural (NBO) charge in e.
CARTESIAN COORDINATES (ANGSTROEM)
1 C -9.352 -1.738 0.235  -0.25
2 O -9.507 -0.593 -0.570  -0.51
3 C -8.468 0.281 -0.660  0.41
4 C -8.678 1.398 -1.470  -0.31
5 C -7.678 2.337 -1.620  -0.17
6 C -6.465 2.185 -0.973  -0.28
7 C -6.253 1.073 -0.165  0.18
8 N -5.014 0.962 0.477  -0.61
9 C -4.543 -0.026 1.278  0.69
10 O -5.133 -1.037 1.594  -0.61
11 C -3.134 0.303 1.739  -0.32
12 C -2.126 0.375 0.586  -0.33
13 C -1.466 1.721 0.347  0.71
14 O -2.050 2.775 0.211  -0.64
15 N -0.133 1.530 0.347  -0.41
16 C 0.818 2.605 0.201  -0.23
17 C 1.347 2.762 -1.229  -0.41
18 C 2.725 3.426 -1.216  -0.21
19 N 3.650 2.735 -0.334  -0.46
20 C 4.116 1.472 -0.876  -0.22
21 C 4.890 0.701 0.189  -0.40
22 C 6.091 1.512 0.673  -0.22
23 C 6.848 0.781 1.777  -0.60
24 C 5.583 2.872 1.149  -0.40
25 C 4.780 3.560 0.049  -0.21
26 C 0.293 0.161 0.567  -0.14
27 C 0.668 -0.569 -0.734  0.68
28 O 0.177 -0.282 -1.804  -0.62
29 N 1.554 -1.563 -0.552  -0.63
30 C 1.964 -2.463 -1.614  -0.05
31 C 1.388 -3.867 -1.404  -0.40
32 C 2.008 -4.557 -0.192  -0.40
33 C 3.526 -4.620 -0.334  -0.40
34 C 4.111 -3.221 -0.507  -0.40
35 C 3.490 -2.524 -1.715  -0.41
36 C -0.959 -0.487 1.144  0.22
37 C -1.418 -1.918 0.982  -0.19
38 C -2.366 -2.063 1.901  -0.20
39 C -2.420 -0.747 2.648  0.07
40 O -1.077 -0.295 2.550  -0.50
41 C -7.252 0.119 -0.007  -0.38
42 H -8.535 -2.372 -0.122  0.18
43 H -9.172 -1.472 1.281  0.18
44 H -10.293 -2.281 0.156  0.20
45 H -9.628 1.504 -1.967  0.22
46 H -7.845 3.200 -2.248  0.22
47 H -5.683 2.920 -1.091  0.21
48 H -4.380 1.734 0.295  0.42
49 H -3.151 1.256 2.279  0.25
50 H -2.519 -0.015 -0.356  0.25
51 H 1.666 2.412 0.865  0.22
52 H 0.312 3.520 0.518  0.23
53 H 1.399 1.785 -1.707  0.22
54 H 0.661 3.370 -1.818  0.22
55 H 3.111 3.489 -2.248  0.17
56 H 2.613 4.446 -0.838  0.20
57 H 3.252 0.887 -1.196  0.20
58 H 4.765 1.631 -1.759  0.16
59 H 4.227 0.506 1.035  0.20
60 H 5.222 -0.257 -0.217  0.21
61 H 6.769 1.668 -0.174  0.19
62 H 7.206 -0.183 1.422  0.21
63 H 6.201 0.613 2.635  0.20
64 H 7.704 1.367 2.104  0.21
65 H 4.940 2.731 2.019  0.20
66 H 6.420 3.509 1.440  0.21
67 H 4.399 4.515 0.420  0.20
68 H 5.440 3.768 -0.814  0.16
69 H 1.119 0.140 1.286  0.23
70 H 1.881 -1.774 0.377  0.40
71 H 1.549 -2.033 -2.533  0.24
72 H 1.594 -4.458 -2.299  0.21
73 H 0.304 -3.804 -1.292  0.21
74 H 1.603 -5.566 -0.103  0.22
75 H 1.744 -4.019 0.722  0.19
76 H 3.963 -5.099 0.545  0.21
77 H 3.780 -5.226 -1.206  0.20
78 H 5.192 -3.288 -0.645  0.22
79 H 3.935 -2.634 0.398  0.19
80 H 3.750 -3.076 -2.620  0.21
81 H 3.887 -1.512 -1.814  0.21
82 H -1.099 -2.585 0.207  0.21
83 H -3.020 -2.888 2.093  0.24
84 H -2.762 -0.775 3.678  0.22
85 H -7.059 -0.731 0.624  0.26